Formula: C3H9N2
Source: the Open Molecules 2025 dataset
Level of theory: ωB97M-V/def2-TZVPD

Last column: Mulliken charge in e.
Cartesian coordinates (Å):
C 0.79253 0.20677 -1.35929  -0.310
C 0.22108 -0.36079 0.69880  0.133
C -1.27511 -0.50475 0.95245  -0.956
N 1.09515 -0.98258 -0.59509  -0.454
N 0.70060 1.02494 -0.09856  -0.265
H 1.73370 0.43783 -1.98914  0.284
H -0.22531 0.05423 -1.79830  0.334
H 0.93147 -0.48826 1.54937  0.400
H -1.62627 -0.54263 1.96351  0.341
H -1.49133 -1.46563 0.46217  0.276
H -1.75604 0.33104 0.42343  0.315
H 0.66779 -1.81722 -0.96332  0.267
H 1.67723 1.26550 0.12589  0.351
H 0.21195 1.90753 -0.04370  0.283

Summary:
Calculated total energy ... -6228.1731 eV
Total charge ... +1
Gap between HOMO and LUMO ... 11.332 eV
Maximum force ... 3.9 eV Å⁻¹
Structure (SMILES) ... C[C@H]1NC[NH2+]1

***

Formula: C3H9N2
Source: the Open Molecules 2025 dataset
Level of theory: ωB97M-V/def2-TZVPD

Last column: Mulliken charge in e.
Cartesian coordinates (Å):
C -1.35213 0.41835 0.10078  -1.310
C -0.01108 0.05348 -0.28084  0.460
C 0.92388 -0.69199 0.43845  -0.244
N 0.62960 -1.35166 1.62089  -0.370
N 0.40029 0.78097 -1.52584  -0.316
H -1.89648 0.01042 -0.70831  0.366
H -1.65916 1.47289 0.36320  0.313
H -1.86971 -0.03827 0.96273  0.346
H 1.95582 -0.85207 0.03905  0.269
H -0.14573 -1.26790 2.14648  0.165
H 1.32695 -1.72152 2.21309  0.223
H 0.98410 1.61523 -1.22071  0.390
H -0.25900 1.33083 -1.99327  0.342
H 0.97265 0.24124 -2.15571  0.366

Summary:
Calculated total energy ... -6229.0994 eV
Total charge ... +1
Gap between HOMO and LUMO ... 9.050 eV
Maximum force ... 4.3 eV Å⁻¹
Structure (SMILES) ... C/C([NH3+])=C\N